Molecular formula: C2H2BaFLi2O
Method: DFT, wB97M-V/def2-TZVPD

Computed properties:
Charge: +1
Largest force on an atom: 3.364 eV/A
Energy: -7967.5733 eV
E_LUMO: -5.69 eV
Kohn-Sham gap: 0.17490 hartree

CARTESIAN COORDINATES (ANGSTROEM)
Ba: 2.2515 -0.3289 2.6769
C: -0.6478 0.6888 0.7571
F: 1.2356 -2.6242 -2.4759
Li: 0.2707 -1.7233 -1.3845
Li: 0.8163 0.9267 -1.3438
H: -0.8661 1.2536 1.6761
O: 0.5396 -0.0486 0.8340
H: -2.2554 1.2347 -0.3519
C: -1.3444 0.6211 -0.3881

Cartesian forces (eV/Å) of the 2 atoms listed first:
Ba -1.782 0.108 -1.743
C -0.432 -0.303 -1.276


Molecular formula: C4H8N2O
Method: DFT, wB97M-V/def2-TZVPD

Computed properties:
Charge: 0
Largest force on an atom: 3.939 eV/A
Energy relative to the best compared isomer or geometry (same formula, charge and spin): 3.279 eV
Energy: -9303.1139 eV
E_LUMO: 0.67 eV
Kohn-Sham gap: 0.35660 hartree

CARTESIAN COORDINATES (ANGSTROEM)
N: 1.3472 0.4422 0.4205
O: -1.6327 -0.8101 0.9877
H: -2.6139 0.1771 -1.0814
C: 0.5215 -0.4161 -0.0129
H: 0.5649 -2.5057 0.2116
N: -1.6847 0.5144 -0.8768
H: 1.1427 2.5128 0.4101
H: 1.8894 -1.8614 -0.7929
H: -0.4569 1.2604 0.9450
H: 1.1740 1.7217 2.0585
C: 0.8303 -1.7675 -0.5487
C: -1.0533 -0.0025 0.2489
H: -1.1676 1.0715 -1.5409
C: 0.9218 1.6263 1.0031
H: 0.2172 -1.9632 -1.4317

Cartesian forces (eV/Å) of the 2 atoms listed first:
N 1.084 -1.629 -1.020
O 0.069 1.447 -0.201


Molecular formula: C8H13N6
Method: DFT, wB97M-V/def2-TZVPD

Computed properties:
Charge: +1
Largest force on an atom: 4.976 eV/A
Energy relative to the best compared isomer or geometry (same formula, charge and spin): 4.698 eV
Energy: -17436.7720 eV
E_LUMO (alpha / beta): -4.04 / -3.79 eV
Kohn-Sham gap (alpha / beta): 0.26666 / 0.27072 hartree

CARTESIAN COORDINATES (ANGSTROEM)
C: 0.1691 -2.0184 2.4762
N: 2.2519 -1.3557 1.6283
C: 0.6834 2.1278 1.4042
C: -0.8212 -0.6749 -1.9065
H: 2.3771 0.4566 0.0306
N: 1.4295 0.1716 -0.0539
H: -1.6127 1.9964 -0.3063
C: 1.5708 -2.0828 2.5784
N: -0.9900 0.6248 -1.7317
N: -0.0221 -1.3553 1.1931
H: 1.9959 -2.6497 3.3018
H: 1.6810 2.4377 1.6593
C: 0.6114 1.4316 0.0467
C: 1.2485 -0.8191 0.8945
C: -0.8485 1.3018 -0.5412
H: -0.7014 -2.2374 3.0578
N: -0.6780 -1.2381 -3.0687
H: 1.0243 1.9815 -0.8853
H: -2.0328 -1.6459 0.7415
H: -1.5392 -2.4179 -1.1963
H: -0.0186 2.8752 1.6180
H: 0.2664 1.4322 2.0856
H: -0.6823 1.3015 -2.4818
H: -1.1464 -2.1403 -3.2898
C: -1.1383 -1.1961 0.4733
H: -0.2430 -0.8655 -3.9612
N: -1.2146 -1.4456 -0.8976

Cartesian forces (eV/Å) of the 2 atoms listed first:
C 2.136 0.407 -2.165
N -2.818 1.119 -0.964